Entry 1:
Computed, not measured: a 15-piece molecular cluster, C50H140N10O15 overall, with the ωB97M-V functional and the def2-TZVPD basis.

Atoms and positions in Å:
C: -5.62 4.43 -3.21
C: -6.38 3.48 -2.32
C: -5.62 2.20 -1.93
O: -5.34 1.43 -3.09
C: -4.45 0.39 -2.84
N: -6.86 4.17 -1.12
H: -6.28 5.21 -3.57
H: -5.17 3.90 -4.06
H: -4.76 4.89 -2.71
H: -7.27 3.16 -2.87
H: -6.26 1.62 -1.26
H: -4.68 2.50 -1.45
H: -4.82 -0.38 -2.14
H: -3.51 0.75 -2.40
H: -4.28 -0.18 -3.75
H: -6.10 4.40 -0.48
H: -7.50 3.56 -0.61
C: -0.59 7.61 -4.42
C: -1.44 6.54 -5.13
C: -2.14 5.54 -4.21
O: -1.17 4.75 -3.53
C: -1.76 3.53 -3.08
N: -2.47 7.17 -5.94
H: -1.21 8.32 -3.88
H: -0.09 8.19 -5.20
H: 0.19 7.25 -3.74
H: -0.82 5.95 -5.81
H: -2.84 4.92 -4.76
H: -2.74 6.08 -3.46
H: -0.96 2.87 -2.75
H: -2.31 3.04 -3.89
H: -2.38 3.74 -2.20
H: -2.08 7.87 -6.56
H: -3.11 7.68 -5.35
C: -2.27 3.79 1.97
C: -3.47 3.36 1.14
C: -4.40 2.35 1.83
O: -3.72 1.13 2.08
C: -3.97 0.13 1.12
N: -4.30 4.55 0.81
H: -1.50 4.28 1.38
H: -1.79 2.88 2.37
H: -2.56 4.45 2.79
H: -3.09 2.89 0.23
H: -5.30 2.32 1.21
H: -4.70 2.71 2.82
H: -5.03 -0.12 1.03
H: -3.44 -0.78 1.39
H: -3.53 0.34 0.14
H: -3.83 5.07 0.07
H: -4.36 5.15 1.62
C: -1.29 -4.97 3.74
C: 0.10 -4.60 3.23
C: 0.38 -5.03 1.81
O: 0.30 -6.43 1.59
C: 0.33 -6.70 0.21
N: 0.27 -3.12 3.40
H: -2.08 -4.59 3.09
H: -1.50 -4.66 4.77
H: -1.38 -6.06 3.78
H: 0.85 -5.10 3.86
H: 1.40 -4.77 1.49
H: -0.26 -4.43 1.14
H: 0.25 -7.78 0.09
H: 1.24 -6.45 -0.34
H: -0.51 -6.23 -0.30
H: -0.20 -2.93 4.29
H: 1.25 -2.98 3.60
C: 1.70 3.63 -1.24
C: 0.74 4.56 -0.49
C: 1.29 5.02 0.84
O: 1.14 3.99 1.80
C: 1.35 4.40 3.12
N: 0.45 5.74 -1.31
H: 2.65 4.12 -1.45
H: 1.24 3.26 -2.16
H: 1.90 2.74 -0.63
H: -0.24 4.09 -0.37
H: 0.67 5.86 1.16
H: 2.31 5.43 0.82
H: 0.92 5.34 3.47
H: 2.43 4.45 3.31
H: 0.98 3.67 3.85
H: 0.09 5.45 -2.22
H: 1.31 6.22 -1.56
C: -1.52 0.19 4.43
C: -2.27 -1.07 4.87
C: -1.70 -1.58 6.20
O: -0.32 -1.89 6.06
C: 0.21 -2.74 7.06
N: -3.67 -0.66 5.05
H: -0.48 -0.07 4.22
H: -1.57 0.92 5.24
H: -1.95 0.61 3.52
H: -2.17 -1.89 4.16
H: -2.27 -2.42 6.61
H: -1.80 -0.79 6.95
H: 0.13 -2.31 8.05
H: 1.26 -2.91 6.82
H: -0.21 -3.74 6.91
H: -4.28 -1.47 5.09
H: -3.98 -0.13 4.24
C: 1.92 1.51 5.11
C: 2.72 0.27 5.51
C: 2.74 0.06 7.03
O: 3.43 1.08 7.66
C: 3.41 1.02 9.07
N: 2.21 -0.92 4.81
H: 2.42 2.40 5.48
H: 0.93 1.56 5.57
H: 1.75 1.57 4.03
H: 3.74 0.49 5.18
H: 3.24 -0.91 7.24
H: 1.69 -0.09 7.33
H: 2.44 1.35 9.47
H: 4.16 1.70 9.46
H: 3.59 0.00 9.42
H: 2.76 -1.68 5.21
H: 1.25 -1.05 5.14
C: 4.49 -4.37 -5.91
C: 4.06 -3.51 -7.11
C: 2.90 -2.62 -6.68
O: 1.75 -3.41 -6.52
C: 0.67 -2.63 -6.06
N: 5.20 -2.68 -7.47
H: 4.64 -3.86 -4.96
H: 5.40 -4.94 -6.11
H: 3.72 -5.13 -5.72
H: 3.82 -4.24 -7.89
H: 2.75 -1.89 -7.49
H: 3.27 -2.06 -5.82
H: 0.48 -1.87 -6.84
H: 0.92 -2.02 -5.19
H: -0.26 -3.18 -5.98
H: 5.88 -3.20 -8.00
H: 4.94 -1.95 -8.14
C: 0.81 0.68 1.46
C: -0.35 -0.11 0.88
C: -0.67 0.39 -0.53
O: -1.53 -0.53 -1.18
C: -1.49 -0.37 -2.58
N: 0.00 -1.54 0.82
H: 1.70 0.62 0.83
H: 1.03 0.28 2.46
H: 0.60 1.73 1.64
H: -1.21 0.07 1.54
H: 0.28 0.42 -1.08
H: -1.08 1.40 -0.54
H: -2.32 -0.84 -3.12
H: -0.55 -0.77 -2.97
H: -1.51 0.69 -2.85
H: 0.13 -1.87 1.79
H: -0.85 -1.99 0.48
C: 4.39 -2.29 0.25
C: 4.15 -1.99 1.74
C: 5.44 -1.50 2.41
O: 6.43 -2.50 2.26
C: 7.47 -2.34 3.19
N: 3.06 -1.05 1.89
H: 4.72 -1.43 -0.33
H: 3.45 -2.58 -0.25
H: 5.14 -3.07 0.09
H: 3.88 -2.98 2.16
H: 5.21 -1.41 3.48
H: 5.74 -0.52 2.05
H: 8.05 -1.42 3.07
H: 8.15 -3.16 2.96
H: 7.18 -2.41 4.24
H: 2.19 -1.42 1.50
H: 2.82 -0.96 2.89
C: 2.74 1.36 -5.03
C: 2.11 0.60 -3.89
O: 3.10 -0.18 -3.25
H: 2.99 0.70 -5.87
H: 3.69 1.82 -4.77
H: 2.07 2.10 -5.48
H: 1.29 -0.06 -4.19
H: 1.68 1.31 -3.17
H: 2.67 -0.76 -2.61
C: 3.67 1.38 -1.03
C: 3.65 2.23 0.25
O: 4.23 1.50 1.33
H: 3.37 1.92 -1.92
H: 3.00 0.52 -0.95
H: 4.70 1.02 -1.11
H: 2.64 2.53 0.56
H: 4.20 3.17 0.17
H: 3.67 0.71 1.51
C: -3.06 -3.16 0.32
C: -4.50 -3.63 0.35
O: -4.61 -4.66 1.33
H: -2.40 -4.03 0.34
H: -2.82 -2.62 1.24
H: -2.93 -2.57 -0.59
H: -4.76 -3.98 -0.65
H: -5.21 -2.85 0.69
H: -5.50 -5.01 1.35
C: -2.67 -5.23 -2.74
C: -3.00 -3.89 -3.36
O: -3.94 -4.03 -4.41
H: -3.56 -5.69 -2.29
H: -1.92 -5.25 -1.95
H: -2.39 -5.96 -3.51
H: -2.08 -3.50 -3.82
H: -3.30 -3.17 -2.60
H: -3.57 -4.65 -5.05
C: 2.61 -3.54 -2.83
C: 1.60 -3.25 -1.74
O: 1.61 -1.85 -1.45
H: 2.45 -4.54 -3.22
H: 3.63 -3.37 -2.49
H: 2.53 -2.78 -3.62
H: 1.81 -3.74 -0.78
H: 0.58 -3.56 -2.01
H: 0.99 -1.69 -0.68

The value obtained for the LUMO energy is 0.40 eV. For the orbital gap, the calculation gives 9.1154 eV. The energy relative to the best compared isomer or geometry (same formula, charge and spin) is 0.000 eV. The HOMO energy comes out at -8.7 eV.

Atom charges from the Löwdin analysis, given in e for atoms 1 to 6:
1. C -0.060
2. C -0.435
3. C -0.199
4. O -0.167
5. C -0.131
6. N 0.037


Entry 2:
Computed, not measured: a 25-piece molecular cluster, C50H150O50 overall, with the ωB97M-V functional and the def2-TZVPD basis.

Atoms and positions in Å:
C: -2.45 3.66 6.14
C: -1.19 4.45 5.93
O: -0.11 3.56 5.88
O: -2.80 2.98 5.00
H: -3.30 4.31 6.42
H: -2.22 2.99 6.94
H: -0.95 5.06 6.75
H: -1.29 5.09 5.02
H: 0.27 3.53 4.97
H: -2.60 3.56 4.23
C: 0.42 6.94 -4.81
C: 0.27 7.13 -3.30
O: 1.38 6.51 -2.70
O: 0.58 5.50 -4.81
H: 1.25 7.51 -5.25
H: -0.59 7.09 -5.21
H: -0.71 6.64 -3.05
H: 0.11 8.12 -2.84
H: 1.57 5.73 -3.15
H: 0.52 5.19 -5.74
C: 3.10 -1.58 -1.71
C: 4.22 -2.50 -1.66
O: 5.45 -1.95 -1.97
O: 2.77 -1.16 -3.07
H: 3.32 -0.67 -1.16
H: 2.20 -2.08 -1.27
H: 3.96 -3.42 -2.23
H: 4.32 -2.86 -0.65
H: 5.33 -1.66 -2.89
H: 1.82 -1.26 -3.13
C: -7.23 -2.60 -3.40
C: -5.72 -2.65 -3.45
O: -4.91 -2.66 -2.26
O: -7.68 -3.83 -2.83
H: -7.59 -2.48 -4.44
H: -7.63 -1.75 -2.89
H: -5.46 -1.76 -4.00
H: -5.26 -3.53 -4.00
H: -4.92 -3.57 -1.92
H: -8.60 -3.97 -2.95
C: -3.57 2.03 -1.72
C: -4.06 0.70 -2.32
O: -4.10 -0.16 -1.18
O: -4.52 2.63 -0.91
H: -3.24 2.70 -2.53
H: -2.66 1.74 -1.17
H: -3.38 0.30 -3.08
H: -5.00 0.75 -2.84
H: -4.03 -1.11 -1.29
H: -4.87 2.03 -0.25
C: -4.24 -6.60 -0.80
C: -5.64 -6.19 -1.13
O: -5.99 -4.88 -0.60
O: -3.30 -5.68 -1.37
H: -4.08 -7.57 -1.25
H: -4.13 -6.71 0.26
H: -6.21 -6.99 -0.68
H: -5.85 -6.18 -2.16
H: -6.60 -4.48 -1.24
H: -2.44 -5.92 -1.00
C: -2.49 3.87 -5.13
C: -3.55 4.90 -4.73
O: -2.99 6.06 -4.16
O: -1.59 3.61 -4.09
H: -1.96 4.25 -6.00
H: -2.97 2.95 -5.48
H: -4.21 4.42 -3.99
H: -4.03 5.08 -5.71
H: -3.08 6.01 -3.20
H: -0.94 4.28 -4.04
C: 1.30 2.16 -2.78
C: 0.91 3.02 -1.58
O: 1.07 2.32 -0.40
O: 0.12 1.49 -3.32
H: 1.94 1.36 -2.35
H: 1.77 2.77 -3.58
H: -0.08 3.44 -1.69
H: 1.60 3.93 -1.51
H: 0.23 2.23 0.03
H: -0.56 2.16 -3.63
C: 4.68 2.10 -1.45
C: 5.61 1.30 -0.55
O: 6.56 2.13 0.10
O: 3.85 3.09 -0.96
H: 4.13 1.39 -2.04
H: 5.31 2.59 -2.23
H: 6.14 0.51 -1.08
H: 4.99 0.75 0.22
H: 6.13 2.74 0.69
H: 3.11 2.66 -0.51
C: -6.64 -0.05 2.82
C: -6.35 0.10 1.31
O: -5.15 0.83 1.10
O: -5.76 -0.93 3.42
H: -7.69 -0.35 2.86
H: -6.58 0.97 3.27
H: -7.28 0.63 0.98
H: -6.29 -0.88 0.78
H: -4.55 0.39 0.52
H: -5.12 -0.39 3.82
C: -2.28 6.77 -0.31
C: -2.94 5.45 -0.31
O: -3.79 5.28 -1.49
O: -3.32 7.70 -0.55
H: -1.58 6.76 -1.10
H: -1.72 7.14 0.62
H: -3.65 5.40 0.56
H: -2.20 4.67 -0.36
H: -4.34 4.45 -1.34
H: -4.11 7.28 -0.95
C: -4.11 -4.17 2.51
C: -4.11 -3.19 1.33
O: -3.09 -3.21 0.32
O: -3.66 -5.44 2.09
H: -5.11 -4.11 2.90
H: -3.33 -3.84 3.25
H: -4.10 -2.17 1.88
H: -5.05 -3.29 0.79
H: -3.16 -4.14 0.02
H: -3.65 -5.97 2.87
C: 2.48 -3.63 -6.13
C: 3.92 -3.67 -5.74
O: 4.67 -2.80 -6.68
O: 1.75 -4.71 -5.49
H: 2.40 -3.70 -7.19
H: 2.10 -2.67 -5.87
H: 4.34 -4.64 -5.75
H: 3.97 -3.16 -4.78
H: 4.88 -3.22 -7.46
H: 1.31 -4.31 -4.73
C: 1.99 1.14 7.22
C: 2.61 2.20 8.02
O: 2.07 3.52 7.70
O: 2.10 1.12 5.79
H: 0.90 1.28 7.51
H: 2.33 0.20 7.67
H: 3.72 2.19 7.93
H: 2.32 1.92 9.05
H: 1.34 3.43 7.08
H: 2.91 1.50 5.47
C: 0.84 1.20 -7.48
C: 1.41 2.57 -7.15
O: 0.69 3.29 -6.19
O: 0.76 0.31 -6.39
H: 1.34 0.80 -8.39
H: -0.21 1.34 -7.86
H: 1.37 3.18 -8.04
H: 2.41 2.36 -6.80
H: 0.70 2.80 -5.38
H: 1.52 0.31 -5.81
C: -0.99 -1.88 -2.75
C: -0.80 -3.29 -2.28
O: 0.46 -3.84 -2.77
O: -0.11 -1.01 -2.01
H: -2.04 -1.62 -2.69
H: -0.74 -1.93 -3.82
H: -1.60 -3.88 -2.63
H: -0.81 -3.35 -1.13
H: 0.91 -4.20 -2.01
H: -0.11 -0.07 -2.31
C: 3.46 -6.25 0.24
C: 2.11 -6.34 -0.42
O: 1.59 -5.00 -0.53
O: 3.47 -5.52 1.44
H: 4.26 -5.88 -0.40
H: 3.85 -7.22 0.48
H: 1.44 -6.98 0.16
H: 2.18 -6.79 -1.38
H: 0.85 -5.01 0.13
H: 3.09 -4.63 1.24
C: 1.24 4.19 2.26
C: -0.07 5.00 2.08
O: -1.21 4.24 2.43
O: 1.09 3.49 3.46
H: 2.10 4.89 2.23
H: 1.37 3.49 1.43
H: -0.18 5.32 1.06
H: -0.11 5.83 2.78
H: -1.10 3.35 2.12
H: 2.02 3.14 3.71
C: 3.60 -1.42 2.51
C: 2.78 -0.19 2.84
O: 2.61 0.81 1.74
O: 2.91 -2.40 1.73
H: 3.87 -1.88 3.48
H: 4.59 -1.12 2.07
H: 3.26 0.37 3.62
H: 1.83 -0.58 3.20
H: 2.12 0.27 1.09
H: 2.18 -1.97 1.22
C: 4.68 3.77 3.69
C: 4.53 4.44 5.06
O: 3.13 4.53 5.37
O: 4.17 2.41 3.76
H: 5.69 3.71 3.46
H: 4.16 4.30 2.93
H: 5.15 5.34 5.03
H: 4.90 3.76 5.81
H: 3.00 4.33 6.29
H: 4.04 2.02 2.88
C: 0.05 -5.50 3.96
C: 0.32 -4.79 2.65
O: -0.18 -5.55 1.51
O: -1.33 -5.58 4.22
H: 0.56 -4.99 4.76
H: 0.43 -6.57 3.93
H: 1.41 -4.67 2.55
H: -0.19 -3.81 2.79
H: -1.14 -5.24 1.47
H: -1.59 -5.88 5.12
C: -1.40 0.45 5.11
C: -2.68 0.24 4.24
O: -3.79 0.17 5.16
O: -0.34 0.67 4.19
H: -1.14 -0.57 5.52
H: -1.63 1.13 5.89
H: -2.48 -0.68 3.71
H: -2.83 1.08 3.52
H: -3.64 -0.61 5.74
H: 0.41 1.08 4.61
C: 5.82 0.27 -4.67
C: 4.90 1.22 -5.42
O: 3.59 1.19 -4.87
O: 5.23 -1.04 -4.59
H: 6.01 0.53 -3.57
H: 6.78 0.27 -5.27
H: 4.92 1.00 -6.47
H: 5.27 2.27 -5.35
H: 3.53 0.44 -4.28
H: 5.31 -1.37 -5.52
C: 4.18 -6.43 4.40
C: 4.03 -6.22 5.93
O: 3.39 -4.85 6.13
O: 5.03 -5.53 3.77
H: 3.18 -6.38 3.93
H: 4.59 -7.44 4.30
H: 4.86 -6.34 6.60
H: 3.26 -6.88 6.30
H: 3.92 -4.28 5.54
H: 4.65 -5.28 2.90
C: -1.29 0.15 1.06
C: -0.59 -1.12 1.41
O: 0.65 -1.28 0.60
O: -0.57 1.29 1.53
H: -2.33 0.07 1.37
H: -1.37 0.21 -0.02
H: -1.21 -1.95 1.15
H: -0.27 -1.19 2.45
H: 0.38 -1.13 -0.34
H: -0.44 1.21 2.57

The value obtained for the LUMO energy is 0.10 eV. For the orbital gap, the calculation gives 9.4768 eV. The energy relative to the best compared isomer or geometry (same formula, charge and spin) is 0.460 eV. The HOMO energy comes out at -9.4 eV.

Atom charges from the Löwdin analysis, given in e for atoms 1 to 6:
1. C -0.264
2. C -0.213
3. O -0.088
4. O -0.060
5. H 0.131
6. H 0.108